A.
The following is a DFT calculation (the ωB97M-V functional and the def2-TZVPD basis) of a 2-piece molecular cluster, C3H10N2S overall.

Last column: Mulliken charge in e.
Positions of all 16 atoms, in Å:
S  -0.16  -1.35  0.91  0.107
N  -0.78  1.08  -1.08  -0.684
N  0.35  0.10  1.21  -0.251
C  0.12  0.38  -1.90  -0.475
C  1.79  0.28  1.39  -0.592
C  -1.88  -0.97  0.64  -0.852
H  2.36  -0.58  1.81  0.311
H  0.32  -0.62  -1.52  0.152
H  2.04  0.37  0.28  0.173
H  -1.92  -0.24  -0.20  0.398
H  1.85  1.29  1.85  0.261
H  -2.41  -1.84  0.05  0.303
H  -0.19  0.40  -3.03  0.242
H  -2.35  -0.54  1.51  0.334
H  -0.27  1.46  -0.25  0.316
H  1.14  0.78  -1.67  0.255

B.
The following is a DFT calculation (the ωB97M-V functional and the def2-TZVPD basis) of one molecule with the formula C3H10N2S.

Last column: Mulliken charge in e.
Positions of all 16 atoms, in Å:
S  1.32  -0.24  1.98  -0.271
N  -1.58  0.49  -2.44  -0.634
N  -1.29  0.47  0.44  -0.563
C  -0.49  -0.23  -1.77  -0.872
C  -0.10  0.33  -0.39  0.211
C  1.08  -0.47  0.17  -0.806
H  -1.51  1.47  -2.17  0.274
H  1.99  -0.14  -0.31  0.420
H  0.27  1.32  -0.61  0.170
H  1.01  -1.53  0.00  0.388
H  -0.72  -1.29  -1.73  0.437
H  1.80  -1.46  2.22  0.128
H  -1.05  0.46  1.43  0.253
H  -1.91  -0.33  0.37  0.231
H  -2.47  0.21  -2.02  0.287
H  0.40  -0.11  -2.40  0.346

SMILES ... NC[C@@H](N)CS

Which is most stable, and by how much? B, by 0.2351 hartree.

A.
The following is a DFT calculation (the ωB97M-V functional and the def2-TZVPD basis) of a 2-piece molecular cluster, C3H10N2S overall.

Last column: Mulliken charge in e.
Positions of all 16 atoms, in Å:
S  -1.19  -1.67  -0.27  -0.234
N  1.17  -1.18  1.79  -0.528
N  0.28  1.59  -1.53  -0.572
C  0.41  0.02  1.27  -1.088
C  -0.74  0.79  -1.26  -0.755
C  -0.11  -0.39  -0.23  0.490
H  0.92  0.91  1.15  0.467
H  -1.31  0.32  -2.00  0.510
H  0.13  2.54  -2.06  0.249
H  -1.43  -1.71  1.91  0.147
H  1.87  -1.70  1.14  0.301
H  -1.55  1.32  -0.68  0.322
H  -0.43  0.20  2.11  0.208
H  0.17  -1.84  1.56  0.159
H  1.04  -0.45  -0.62  0.157
H  0.77  1.24  -2.26  0.169

B.
The following is a DFT calculation (the ωB97M-V functional and the def2-TZVPD basis) of one molecule with the formula C3H10N2S.

Last column: Mulliken charge in e.
Positions of all 16 atoms, in Å:
S  1.09  2.73  -0.25  -0.228
N  -0.83  -2.20  -0.35  -0.546
N  -1.30  0.85  0.27  -0.639
C  1.11  0.96  0.24  -1.041
C  -0.01  -1.23  0.36  -0.737
C  -0.13  0.18  -0.26  0.555
H  -2.16  0.50  -0.14  0.241
H  0.02  0.13  -1.34  0.134
H  1.02  -1.58  0.39  0.457
H  -0.33  -1.09  1.39  0.323
H  2.02  0.52  -0.17  0.435
H  -1.81  -2.03  -0.21  0.179
H  2.08  2.66  -1.14  0.123
H  -0.59  -3.16  -0.22  0.198
H  -1.29  1.84  0.09  0.209
H  1.12  0.92  1.33  0.338

SMILES ... NC[C@@H](N)CS

Which is most stable, and by how much? B, by 0.2314 hartree.

A.
The following is a DFT calculation (the ωB97M-V functional and the def2-TZVPD basis) of one molecule with the formula C3H10N2S.

Last column: Mulliken charge in e.
Positions of all 16 atoms, in Å:
S  -0.42  -0.25  3.02  -0.182
N  0.25  -0.40  -2.17  -0.528
N  -1.62  -0.14  0.11  -0.663
C  0.58  0.38  -0.98  -0.728
C  -0.16  -0.22  0.23  0.282
C  0.31  0.41  1.52  -0.986
H  0.13  0.17  -3.00  0.203
H  0.10  -1.29  0.26  0.266
H  1.65  0.35  -0.78  0.300
H  0.18  -1.45  2.97  0.100
H  1.40  0.32  1.60  0.354
H  0.25  1.41  -1.08  0.415
H  0.08  1.48  1.50  0.374
H  -1.85  -0.56  -0.80  0.319
H  0.98  -1.07  -2.37  0.208
H  -1.87  0.84  -0.04  0.266

SMILES ... NC[C@H](N)CS

B.
The following is a DFT calculation (the ωB97M-V functional and the def2-TZVPD basis) of a 2-piece molecular cluster, C3H10N2S overall.

Last column: Mulliken charge in e.
Positions of all 16 atoms, in Å:
S  -1.24  0.17  1.16  -0.133
N  1.86  0.92  0.61  -0.446
N  2.66  -0.15  -1.27  -0.718
C  -1.39  -1.44  0.24  -0.861
C  2.29  -0.18  -0.05  0.106
C  -1.99  1.21  -0.14  -0.794
H  1.95  1.75  0.05  0.260
H  3.02  -1.06  -1.56  0.235
H  -0.87  -2.16  0.87  0.302
H  1.04  0.90  1.22  0.183
H  -2.92  0.77  -0.47  0.305
H  -0.94  -1.25  -0.72  0.264
H  -2.43  -1.78  0.22  0.350
H  -2.00  2.20  0.30  0.314
H  -1.27  1.21  -0.95  0.259
H  2.26  -1.13  0.49  0.376

SMILES ... [H]/N=C/N.CSC

Which is most stable, and by how much? A, by 0.0124 hartree.

A.
The following is a DFT calculation (the ωB97M-V functional and the def2-TZVPD basis) of one molecule with the formula C3H10N2S.

Last column: Mulliken charge in e.
Positions of all 16 atoms, in Å:
S  1.70  0.87  -0.71  -0.267
N  -0.71  -0.30  2.31  -0.541
N  -1.40  0.04  -1.40  -0.763
C  0.72  -0.66  -0.43  -0.575
C  -0.73  0.01  -0.09  -0.103
C  -1.31  -0.94  1.04  -0.451
H  -1.46  0.08  2.89  0.215
H  -0.65  1.10  0.31  0.410
H  -2.43  -0.99  0.96  0.321
H  -1.22  0.98  -1.71  0.253
H  -2.37  0.21  -1.32  0.246
H  1.26  -1.17  0.51  0.263
H  -0.86  -2.03  1.05  0.208
H  2.45  0.52  -1.85  0.137
H  0.10  0.28  2.15  0.243
H  0.62  -1.45  -1.25  0.402

SMILES ... NC[C@H](N)CS

B.
The following is a DFT calculation (the ωB97M-V functional and the def2-TZVPD basis) of one molecule with the formula C3H10N2S.

Last column: Mulliken charge in e.
Positions of all 16 atoms, in Å:
S  2.65  -0.24  -1.46  -0.231
N  -2.03  0.44  1.03  -0.584
N  -0.33  0.38  -1.43  -0.606
C  0.33  0.38  -0.08  -0.056
C  -0.69  -0.18  0.89  -0.597
C  1.54  -0.56  -0.05  -0.695
H  2.11  -0.31  0.90  0.360
H  -0.90  -1.24  0.71  0.345
H  0.46  1.40  0.25  0.338
H  2.74  1.07  -1.45  0.120
H  1.11  -1.60  -0.10  0.356
H  -0.31  -0.64  -1.64  0.336
H  -2.40  0.98  0.21  0.218
H  -2.89  -0.03  1.35  0.213
H  -0.15  -0.34  1.90  0.252
H  -1.25  0.50  -1.05  0.232

SMILES ... NC[C@H](N)CS

Which is most stable, and by how much? B, by 0.0171 hartree.

A.
The following is a DFT calculation (the ωB97M-V functional and the def2-TZVPD basis) of B3F12Sn as an isolated structure.

Last column: Mulliken charge in e.
Positions of all 16 atoms, in Å:
Sn  -8.06  8.30  2.51  1.689
F  -9.07  10.77  1.29  -0.396
F  -7.10  5.94  4.04  -0.253
F  -7.53  3.74  3.60  -0.374
F  -8.48  5.33  2.33  -0.395
F  -6.90  10.58  0.63  -0.363
F  -8.24  12.32  -0.19  -0.380
F  -5.52  8.48  4.89  -0.344
F  -6.25  4.86  2.23  -0.364
F  -5.70  9.94  3.19  -0.259
F  -7.58  12.17  1.99  -0.321
F  -3.65  9.33  3.83  -0.346
F  -5.01  7.89  2.72  -0.336
B  -7.34  5.02  3.09  0.490
B  -7.94  11.46  0.90  0.554
B  -4.95  8.88  3.71  0.399

Charge ... -1

B.
The following is a DFT calculation (the ωB97M-V functional and the def2-TZVPD basis) of B3F12Sn as an isolated structure.

Last column: Mulliken charge in e.
Positions of all 16 atoms, in Å:
Sn  -2.56  -13.46  -16.40  1.606
F  -2.56  -9.43  -13.97  -0.381
F  -3.31  -14.06  -20.89  -0.355
F  -4.15  -9.56  -15.54  -0.359
F  2.03  -13.20  -16.72  -0.340
F  -0.05  -12.50  -17.42  -0.335
F  -2.39  -12.90  -19.14  -0.391
F  0.41  -12.48  -15.28  -0.349
F  -3.57  -11.48  -14.42  -0.417
F  0.12  -14.52  -16.29  -0.377
F  -2.11  -10.58  -15.88  -0.351
F  -2.48  -15.14  -18.99  -0.456
F  -1.05  -14.05  -20.50  -0.357
B  0.66  -13.24  -16.44  0.572
B  -3.13  -10.27  -14.95  0.601
B  -2.31  -14.08  -19.94  0.687

Charge ... -1

Which is most stable, and by how much? B, by 0.0333 hartree.

A.
The following is a DFT calculation (the ωB97M-V functional and the def2-TZVPD basis) of one molecule with the formula C4H6OS.

Last column: Mulliken charge in e.
Positions of all 12 atoms, in Å:
S  -1.49  -1.20  0.13  -0.129
O  -2.62  -0.08  -2.01  -0.427
C  1.98  0.90  0.67  -0.933
C  -0.06  -0.24  -0.06  -0.359
C  0.90  -0.13  0.84  -0.020
C  -2.73  -0.90  -1.15  0.014
H  1.80  1.67  1.43  0.259
H  -3.56  -1.58  -1.27  0.382
H  1.98  1.36  -0.35  0.311
H  2.98  0.33  0.91  0.251
H  0.01  0.47  -0.89  0.250
H  0.79  -0.59  1.76  0.401

SMILES ... C/C=C/SC=O

B.
The following is a DFT calculation (the ωB97M-V functional and the def2-TZVPD basis) of one molecule with the formula C4H6OS.

Last column: Mulliken charge in e.
Positions of all 12 atoms, in Å:
S  -2.47  -0.26  -0.19  -0.275
O  -0.17  1.14  -0.22  -0.348
C  1.11  0.64  -0.67  -0.264
C  1.09  -0.70  -0.08  -0.399
C  0.09  -0.94  0.76  -0.343
C  -0.84  0.20  0.58  0.083
H  1.26  0.73  -1.77  0.279
H  -0.26  -1.86  1.32  0.362
H  1.97  1.06  -0.07  0.204
H  -2.65  0.73  -1.10  0.132
H  1.92  -1.43  -0.30  0.332
H  -1.05  0.68  1.74  0.237

SMILES ... S[C@H]1C=CCO1

C.
The following is a DFT calculation (the ωB97M-V functional and the def2-TZVPD basis) of one molecule with the formula C4H6OS.

Last column: Mulliken charge in e.
Positions of all 12 atoms, in Å:
S  2.92  -0.08  -0.04  -0.220
O  -1.90  -0.92  0.18  -0.577
C  1.46  -0.43  0.45  -0.341
C  0.29  -1.04  -0.33  -0.207
C  -0.89  1.24  -0.08  -0.989
C  -0.92  -0.20  -0.04  0.505
H  -0.12  1.65  -0.85  0.265
H  -0.06  -1.92  0.06  0.303
H  0.47  -1.24  -1.44  0.287
H  1.07  -0.23  1.42  0.331
H  -1.82  1.70  -0.29  0.380
H  -0.50  1.47  0.96  0.263

SMILES ... CC(=O)CC=S

Which is most stable, and by how much? A, by 0.0044 hartree.